13
Properties=species:S:1:pos:R:3:nbo_charge:R:1 method="wB97M-V/def2-TZVPD" spin_multiplicity=1 e_homo_ev=-2.3 smiles=C[C@@H](N)C[S-] lumo_ev=4.292 charge=-1 largest_force_ev_per_a=1.17 e_above_lowest_kj_mol=21.5 gap_ha=0.242
C 1.046 -0.472 0.833 -0.6256
C 0.022 -0.423 -0.269 -0.0548
C -0.057 0.972 -0.952 -0.5486
S -0.561 2.329 0.098 -0.7191
N -1.243 -0.917 0.313 -0.8603
H 1.156 -1.519 1.177 0.1910
H 1.959 0.006 0.498 0.2024
H 0.739 0.077 1.736 0.2200
H 0.276 -1.096 -1.111 0.1517
H -0.870 0.934 -1.677 0.1785
H 0.938 1.033 -1.434 0.1609
H -2.031 -0.680 -0.287 0.3414
H -1.375 -0.245 1.075 0.3626